Entry 1:
{
  "formula": "H26O13",
  "method": "the ωB97M-V functional and the def2-TZVPD basis",
  "energy_ev": -27034.6818,
  "homo_lumo_gap_ev": 8.669,
  "fmax_ha_per_bohr": 0.1874,
  "elements": ["H", "O", "O", "H", "H", "O", "H", "H", "H", "H", "O", "H", "O", "H", "H", "H", "H", "O", "O", "H", "H", "H", "H", "O", "H", "O", "O", "H", "H", "H", "H", "H", "H", "H", "H", "O", "O", "H", "O"],
  "positions_angstrom": [[-0.186, 2.357, -3.310], [0.018, 1.393, 1.680], [5.494, -0.506, -0.489], [-6.011, -0.795, 1.100], [-0.542, -3.662, -1.220], [2.732, -2.557, -0.260], [3.181, -0.720, 0.938], [0.347, 3.222, 1.077], [-0.322, -1.112, 0.124], [-4.722, -0.841, 0.295], [-0.279, -3.351, -2.094], [-2.965, -2.377, -0.791], [-3.338, -1.536, -1.076], [4.727, -0.527, -1.072], [-1.940, 2.555, 1.154], [-1.495, 2.356, -4.082], [0.153, 0.478, 1.953], [-5.549, -1.317, 0.434], [2.327, -1.056, 0.645], [0.835, 1.625, 1.224], [1.182, 4.131, 1.963], [-0.907, -2.108, 2.959], [3.215, -2.404, 0.560], [-0.917, -1.289, 3.466], [-0.841, -3.849, -2.699], [-0.054, -0.207, -0.070], [-1.075, 2.730, -3.299], [-2.580, -1.044, -1.410], [5.284, 0.183, 0.151], [-2.610, 1.661, 0.124], [-0.035, -1.241, 3.852], [3.400, -2.454, -0.948], [0.858, 1.804, -1.350], [1.782, -1.040, 1.440], [0.795, -0.305, -0.515], [1.125, 2.711, -1.160], [-2.622, 2.559, 0.474], [0.302, 3.211, -1.204], [1.235, 3.324, 1.439]],
  "lowdin_charge": [0.02, -0.11, -0.04, 0.03, 0.03, -0.09, 0.07, 0.02, 0.04, 0.00, -0.06, 0.04, -0.05, 0.03, 0.01, 0.04, 0.01, -0.08, -0.12, 0.01, 0.06, 0.04, 0.04, -0.04, 0.04, -0.06, -0.06, 0.04, 0.04, 0.02, 0.04, 0.05, 0.02, 0.07, 0.04, -0.04, -0.06, 0.04, -0.08]
}


Entry 2:
{
  "formula": "C47H41BN9O4SY",
  "method": "the ωB97M-V functional and the def2-TZVPD basis",
  "total_charge": -2,
  "energy_ev": -83564.0753,
  "homo_lumo_gap_ev": 5.773,
  "fmax_ha_per_bohr": 0.0665,
  "elements": ["H", "C", "C", "N", "H", "C", "H", "C", "H", "H", "H", "H", "H", "H", "O", "H", "C", "H", "C", "H", "C", "C", "C", "N", "C", "C", "H", "C", "C", "C", "H", "H", "H", "H", "H", "H", "C", "C", "C", "N", "C", "H", "H", "C", "H", "C", "Y", "C", "H", "H", "C", "O", "C", "C", "H", "H", "H", "H", "C", "C", "H", "C", "C", "C", "C", "C", "N", "H", "O", "C", "C", "H", "C", "H", "C", "H", "C", "S", "B", "N", "C", "C", "N", "C", "C", "C", "H", "N", "C", "H", "H", "H", "O", "C", "H", "C", "H", "H", "C", "H", "N", "N", "C", "C"],
  "positions_angstrom": [[-3.659, -4.429, 2.824], [-4.217, -1.242, 3.409], [-1.873, 0.457, -5.599], [-3.707, -2.050, -0.757], [1.075, 6.108, 0.977], [4.049, 1.557, 3.525], [-3.589, -4.122, 0.076], [2.543, 1.333, -5.698], [-0.947, 2.000, 5.281], [-5.395, -3.129, -1.457], [3.679, 2.795, -0.640], [2.096, 3.180, -2.152], [2.191, 2.353, 4.349], [-6.076, -0.816, -2.699], [0.873, 0.111, -1.230], [3.051, -1.351, -1.535], [-1.999, 0.361, 6.129], [6.972, 0.047, -0.600], [-1.001, -4.325, 0.835], [-1.567, -5.174, 1.246], [1.854, 0.638, -3.446], [1.775, 0.993, -1.908], [0.272, 0.754, 3.042], [-0.757, -2.403, -0.276], [1.384, 2.448, -1.769], [3.841, -0.469, 2.338], [1.200, -4.788, 1.018], [-1.107, 0.925, 5.227], [-5.216, -0.963, -2.039], [-4.893, -2.190, -1.421], [0.361, -1.857, 3.972], [1.103, -1.675, -5.794], [1.345, -2.465, -0.484], [5.717, 0.575, 2.495], [-2.423, -1.428, 7.283], [-2.813, -2.546, -6.938], [0.228, 2.859, 1.750], [0.499, -2.954, -0.055], [1.842, 0.649, 3.101], [-3.432, 2.268, 0.494], [-3.724, -3.353, 2.937], [1.774, 0.124, -7.330], [4.605, 2.384, 4.037], [-2.501, -1.789, -6.173], [0.173, 2.855, 3.796], [2.506, 1.541, -4.305], [-0.899, -0.044, -0.050], [-2.489, -2.076, -4.811], [-2.240, -0.308, -7.646], [0.486, 2.622, -2.443], [-1.946, 0.062, -4.175], [-3.722, 3.202, 1.241], [1.466, -0.764, -5.353], [-0.163, 2.183, 2.982], [-3.982, 0.950, -1.828], [-1.487, 1.453, -5.772], [5.528, -1.767, -1.174], [-4.497, -0.271, 3.799], [0.435, 4.259, 1.941], [4.068, 1.822, -0.891], [0.211, 4.686, 2.933], [1.097, 4.391, -0.336], [-4.194, -0.103, -1.623], [2.639, 1.580, 3.736], [4.641, 0.592, 2.781], [5.930, 0.305, -0.816], [-3.268, -0.771, -0.843], [1.894, -1.226, 1.962], [-0.308, 0.041, 1.970], [1.433, -0.554, -3.998], [3.753, -0.520, -1.332], [-2.667, 0.982, 6.680], [0.926, 5.044, 0.889], [-4.489, -2.866, 4.979], [5.415, 1.575, -0.654], [3.059, 2.365, -3.946], [-2.152, -0.483, -6.596], [-1.640, 1.276, -3.039], [-3.185, -3.043, 0.309], [0.434, 2.290, 0.570], [-0.270, -1.211, 4.611], [3.209, 0.791, -1.321], [-3.560, -2.548, 1.818], [0.408, -4.124, 0.666], [-1.870, -0.979, 6.438], [2.490, -0.420, 2.479], [4.323, -1.319, 1.894], [-2.066, -1.243, -3.882], [-1.052, -1.769, 5.632], [-1.276, 2.222, 3.092], [1.068, -1.328, -3.320], [5.996, 2.445, -0.378], [-2.189, 2.087, 0.122], [0.965, 2.991, -0.410], [-0.959, -2.846, 5.773], [5.091, -0.773, -1.098], [1.421, 4.941, -1.219], [2.986, 2.163, -6.291], [1.914, 0.212, -6.235], [-2.867, -3.052, -4.505], [-1.644, -3.266, 0.328], [-3.799, -1.267, 2.148], [-4.182, -2.547, 3.997], [-0.338, 0.160, 4.378]],
  "lowdin_charge": [0.09, -0.18, -0.12, -0.05, 0.09, -0.11, 0.10, -0.10, 0.11, 0.09, 0.10, 0.09, 0.11, 0.08, -0.36, 0.11, -0.10, 0.09, -0.08, 0.12, -0.13, -0.44, -0.43, -0.02, -0.12, -0.10, 0.08, -0.06, -0.07, -0.09, 0.12, 0.10, 0.08, 0.11, 0.10, 0.08, -0.25, -0.15, -0.12, -0.26, -0.11, 0.10, 0.10, -0.15, 0.10, -0.04, 1.47, -0.21, 0.07, 0.09, -0.80, -0.14, -0.10, -0.13, 0.05, 0.07, 0.10, 0.09, -0.02, -0.02, 0.11, -0.03, -0.17, -0.03, -0.13, -0.13, -0.01, 0.12, -0.32, -0.04, -0.03, 0.09, -0.06, 0.07, -0.11, 0.09, -0.13, 0.62, -0.48, 0.14, -0.02, -0.09, -0.04, -0.07, -0.12, -0.03, 0.09, 0.04, -0.10, 0.15, 0.12, 0.09, -0.32, -0.24, 0.09, -0.11, 0.11, 0.10, -0.12, 0.09, -0.04, 0.06, -0.10, -0.12]
}


Entry 3:
{
  "formula": "C6H15NS",
  "method": "the ωB97M-V functional and the def2-TZVPD basis",
  "energy_ev": -18789.6190,
  "homo_lumo_gap_ev": 9.641,
  "smiles": "CC(C)CNCCS",
  "fmax_ha_per_bohr": 0.0506,
  "elements": ["C", "C", "H", "H", "N", "H", "H", "H", "C", "H", "H", "C", "S", "H", "H", "H", "C", "C", "H", "H", "H", "H", "H"],
  "positions_angstrom": [[1.817, 1.717, 1.987], [0.415, 1.139, 1.624], [1.460, 0.743, 4.204], [-1.239, -2.929, -1.294], [0.611, 0.287, 0.451], [-0.155, 0.780, 2.494], [-1.187, -1.336, -3.521], [-1.221, 0.386, -3.105], [-1.358, -0.630, -2.711], [0.589, -0.959, -2.025], [-1.411, 0.671, -0.226], [-0.803, -2.080, -0.759], [2.513, 0.736, 3.383], [-0.273, 1.945, 1.320], [-1.541, -1.768, 0.010], [-0.097, 1.197, -1.250], [-0.430, 0.387, -0.590], [-0.377, -0.835, -1.553], [0.768, -0.685, 0.664], [0.023, -2.304, -0.074], [-2.356, -0.888, -2.319], [1.725, 2.807, 2.125], [2.524, 1.620, 1.166]],
  "lowdin_charge": [-0.53, -0.31, -0.17, 0.08, -0.07, 0.10, 0.07, 0.08, -0.09, 0.13, 0.12, -0.09, 0.67, 0.11, 0.09, 0.11, -0.22, -0.42, 0.08, 0.06, 0.08, 0.07, 0.06]
}


Entry 4:
{
  "formula": "C5H26O8",
  "method": "the ωB97M-V functional and the def2-TZVPD basis",
  "energy_ev": -21973.6932,
  "homo_lumo_gap_ev": 9.738,
  "fmax_ha_per_bohr": 0.1804,
  "elements": ["H", "O", "H", "C", "H", "H", "H", "O", "H", "C", "H", "H", "C", "H", "H", "H", "H", "H", "H", "H", "H", "O", "H", "H", "H", "O", "H", "C", "O", "H", "C", "O", "H", "O", "H", "H", "H", "O", "H"],
  "positions_angstrom": [[-1.035, -1.660, -1.372], [0.092, 0.806, -1.438], [1.183, 0.984, -1.023], [0.459, 3.452, 0.692], [-0.648, 0.442, -1.924], [-0.722, -0.237, 1.694], [3.782, 2.231, -0.663], [0.005, -0.894, -0.074], [0.672, -2.333, -1.665], [-0.985, -0.205, 0.637], [-1.971, -0.594, 0.383], [-1.593, -1.861, 5.182], [-1.491, -0.718, -2.982], [2.403, 3.206, -0.863], [-0.412, 4.095, 0.571], [2.753, 2.035, -2.175], [-0.485, -2.638, -0.737], [-2.259, -1.396, -3.353], [1.038, 3.519, -0.229], [-0.401, -0.948, 3.162], [0.262, 1.467, 0.295], [0.033, -2.769, 0.728], [-0.507, -2.656, 2.674], [-0.232, -1.892, 0.449], [-0.004, 1.754, -1.529], [-1.350, -0.782, -1.600], [-0.577, -1.007, -3.501], [2.784, 2.213, -1.100], [-0.263, -2.536, -1.663], [0.811, -2.624, 1.266], [-0.556, -1.967, 3.518], [2.002, 1.146, -0.549], [0.286, -2.132, 4.190], [-1.720, -2.225, 4.303], [-0.934, 0.844, 0.344], [1.040, 3.816, 1.539], [0.122, -0.349, -0.856], [0.095, 2.111, 0.987], [-1.678, 0.301, -3.319]],
  "lowdin_charge": [-0.09, 0.00, -0.15, -0.12, 0.04, 0.09, 0.09, -0.15, 0.12, -0.05, 0.13, 0.07, -0.11, 0.04, 0.08, 0.09, 0.04, 0.11, 0.04, 0.06, 0.01, -0.05, 0.06, -0.18, 0.16, -0.23, 0.10, -0.12, 0.06, 0.08, -0.16, -0.13, 0.08, -0.11, 0.08, 0.09, 0.00, -0.15, 0.10]
}


Entry 5:
{
  "formula": "C16H17BrN3O2Pd",
  "method": "the ωB97M-V functional and the def2-TZVPD basis",
  "total_charge": 1,
  "energy_ev": -98946.7821,
  "homo_lumo_gap_ev": [4.834, 4.870],
  "fmax_ha_per_bohr": 0.0718,
  "elements": ["C", "N", "H", "C", "H", "H", "C", "C", "C", "H", "C", "C", "H", "H", "C", "C", "H", "C", "H", "C", "O", "H", "C", "H", "H", "H", "H", "C", "H", "H", "Br", "H", "O", "C", "N", "H", "N", "C", "C", "Pd"],
  "positions_angstrom": [[3.483, 4.134, 1.056], [-0.052, 1.834, 0.302], [-1.014, -3.020, 0.289], [-4.942, 2.267, 2.592], [-3.853, 0.114, -1.241], [0.618, -3.096, 0.579], [-3.656, 1.562, 0.692], [4.403, 5.961, 2.330], [-3.717, 2.112, 1.959], [-2.820, 2.434, 2.466], [2.675, 6.382, 0.715], [2.312, 2.032, 0.503], [2.022, 7.070, 0.200], [0.866, 3.477, 1.171], [3.448, 2.716, 0.756], [4.382, 4.617, 2.010], [5.087, 6.328, 3.078], [2.646, 5.040, 0.393], [-4.983, 2.711, 3.572], [0.978, 2.514, 0.675], [-4.771, 0.400, -1.073], [3.564, 7.894, 1.939], [-6.108, 1.870, 1.954], [5.026, 3.920, 2.525], [-1.489, 3.151, 0.842], [-6.939, 0.913, 0.219], [-7.059, 2.010, 2.439], [-2.368, 1.477, -0.150], [0.052, -3.017, -0.976], [4.396, 2.194, 0.760], [2.455, 0.157, -0.025], [2.018, 4.678, -0.407], [-2.054, 0.202, -0.436], [-4.820, 1.063, 0.092], [-0.101, -2.693, -0.020], [-2.580, 2.037, -1.097], [-1.294, 2.203, 0.529], [-6.053, 1.267, 0.716], [3.548, 6.846, 1.687], [-0.015, -0.381, -0.003]],
  "lowdin_charge": [-0.23, -0.07, 0.07, -0.09, 0.09, 0.06, -0.10, -0.06, -0.05, 0.10, -0.06, -0.55, 0.11, 0.14, -0.07, -0.02, 0.11, -0.05, 0.10, -0.16, 0.08, 0.11, -0.07, 0.12, 0.16, 0.12, 0.11, -0.44, 0.07, 0.12, 0.85, 0.12, -0.24, -0.28, 0.03, 0.16, 0.02, 0.00, -0.06, 0.73]
}


- What is the formula in the second record?
  C47H41BN9O4SY


- What is the formula in the first record?
  H26O13